Record 1
Entry from the Open Molecules 2025 dataset: the molecule C3H2ClNO (ωB97M-V/def2-TZVPD).

Element x y z (Å)
C: -1.63735 0.90408 0.03468
Cl: 3.19265 -0.12199 -0.08980
C: -0.85622 -0.15511 0.16440
C: 0.65200 -0.33871 -0.05285
H: -1.41945 -1.03767 0.56580
H: 0.88200 -1.23162 -0.76797
O: -2.43188 1.69923 -0.25454
N: 1.61825 0.28180 0.40027

DFT total energy   -19200.5566 eV
M   103.508 u
E_HOMO   -9.6 eV
Structure (SMILES)   O=C=C/C=N/Cl
Energy relative to the best compared isomer or geometry (same formula, charge and spin)   48.1 kcal/mol

Record 2
Entry from the Open Molecules 2025 dataset: AsF6H13O6 as an isolated structure (ωB97M-V/def2-TZVPD).

Element x y z (Å)
H: 1.66693 -0.23929 -0.40273
O: -1.02389 3.20401 -3.16060
H: -1.04130 3.17649 -4.11725
O: 5.35623 -1.60412 -0.00524
O: 0.90133 -0.42331 -0.95191
H: 5.30437 -2.13761 0.78781
F: -4.86466 -0.67500 2.49258
F: -5.85746 -2.60427 1.03179
O: 6.85435 2.04151 -2.17497
H: 5.58101 -2.22523 -0.69802
H: 0.33195 0.34129 -1.06497
H: -1.43213 4.04044 -2.93710
H: 6.56029 1.34845 -1.58383
O: 2.86803 2.69389 1.57281
H: 3.24309 2.39100 2.39974
F: -4.54020 -0.76571 -0.09331
F: -7.01225 -0.82978 -0.42190
As: -5.98103 -0.78604 0.99761
F: -7.45083 -0.86746 2.02409
H: 0.43274 -1.09864 -0.45598
F: -6.21571 1.00192 1.02072
H: 6.60837 2.85421 -1.73310
H: 2.31088 3.43252 1.81826
H: -1.22952 -3.82459 2.52483
H: -0.67342 -4.67122 1.39971
O: -0.69718 -3.77347 1.73095

DFT total energy   -89638.7239 eV
M   298.008 u
E_HOMO   -10.7 eV

Record 3
Entry from the Open Molecules 2025 dataset: the molecule C4H12NO2P (ωB97M-V/def2-TZVPD).

Element x y z (Å)
H: 1.33884 1.42769 -1.19933
H: 0.06167 -2.18895 0.87484
O: -1.93932 -0.72263 -1.48181
C: 1.25939 0.29535 -1.12354
H: -1.17532 -0.32250 1.73280
O: -1.88513 -0.74315 1.10460
C: -1.63929 1.67746 -0.01576
C: 0.80941 -1.86477 0.01641
H: 0.70224 0.09734 -2.13026
C: 0.51805 -0.37234 -0.00259
H: 1.85738 -2.17397 0.20848
H: 1.81852 -0.11548 1.50864
P: -1.30226 -0.09769 -0.29119
H: -0.67843 2.11323 -0.28255
N: 0.85691 0.12561 1.37631
H: 0.36084 -2.24926 -0.87353
H: -1.73350 1.91958 1.16317
H: 0.88126 1.19940 1.31723
H: -2.42405 2.09142 -0.59919
H: 2.31278 -0.09634 -1.30271

DFT total energy   -19217.4195 eV
M   137.119 u
E_HOMO   -10.1 eV
Structure (SMILES)   CC(C)(N)[P@@](C)(=O)O
Energy relative to the best compared isomer or geometry (same formula, charge and spin)   7.8 kcal/mol

Record 4
Entry from the Open Molecules 2025 dataset: a 16-piece molecular cluster, C52H104O44S4 overall (ωB97M-V/def2-TZVPD).

Element x y z (Å)
H: -6.16346 3.05409 2.64222
H: -1.21834 4.83166 0.63881
C: 2.13601 -2.97645 -3.63007
S: 5.44703 4.87440 -1.34641
C: -2.71029 3.65471 6.97232
O: 2.53197 1.80950 5.30330
C: 4.82724 -1.27430 0.36196
H: 5.03753 1.30874 4.98033
O: 1.09144 -4.14797 3.04392
H: -2.55030 4.39407 -3.71135
H: -2.49456 4.46638 -1.96227
C: -2.58738 2.02507 2.68795
O: -6.22637 2.53775 -2.77565
O: 2.37736 0.25464 -5.11893
O: -2.69029 -2.51318 2.70911
H: -1.89285 2.48224 1.90175
O: -3.55405 -4.66289 0.42211
C: 0.17338 0.24206 7.30268
O: -3.03670 3.04743 3.62809
O: 1.77484 2.39475 3.24516
H: 4.28415 0.93435 1.07655
H: 6.68080 -3.77081 -0.40906
H: -2.89452 -3.88957 -4.24051
C: -7.54430 2.15988 -2.88179
O: -2.81084 -0.68981 1.30938
H: -7.18807 3.30956 1.14865
C: -3.03904 2.71840 4.90326
H: 1.09778 -7.07761 -3.08664
H: 0.04262 0.36513 1.63330
H: 0.27788 -7.63427 -1.60405
C: 4.72413 4.48650 0.25214
H: 1.91476 -2.51248 -2.62515
O: 0.41964 -5.68895 -1.61067
H: 4.10293 -7.10584 -0.19946
C: -2.14180 -4.09240 -4.98809
H: 3.51959 -5.47434 0.51166
C: 3.69460 -6.08065 -0.40046
C: 6.43868 -2.76379 -0.77285
H: 0.48177 1.25722 7.01747
H: -0.53550 3.20917 -6.95582
H: 2.82540 5.25840 1.18248
O: 2.44148 -5.90494 2.51474
C: -5.24799 -1.72835 -3.19232
H: 2.62970 -3.79162 1.70802
C: -4.36715 4.67304 1.11623
H: -2.68691 2.09642 -0.53389
H: 5.89439 3.46800 -4.86093
H: -3.96776 1.00805 -0.02913
O: -0.13968 2.65768 0.35916
H: -2.58125 -6.19480 1.18957
H: 6.98462 1.02865 -4.82170
H: 4.68960 -0.43606 -4.04623
O: -6.02590 0.74223 -1.37237
C: 5.97771 1.32421 -4.50564
H: -6.58879 4.78628 1.98147
H: 1.45595 -7.98738 4.25683
C: -3.51241 -4.91637 -0.90605
C: -5.55417 1.70797 -1.93725
C: 1.55681 -5.31176 -1.09169
C: -3.57063 -5.75268 1.26106
H: -3.54332 1.63053 2.25664
O: -3.72051 -5.95930 -1.39081
C: 2.03098 -3.25797 2.42454
H: 7.23772 -2.00159 -0.73849
O: 1.30918 4.65409 -3.92148
H: -0.00436 2.11876 4.24191
O: 6.66380 5.64938 -1.09234
H: 6.04446 -2.88567 -1.75494
C: 1.44793 -5.43513 3.00843
O: 5.57813 3.66210 -2.17056
O: 3.58385 1.23089 3.41119
H: -3.08785 0.48798 -1.51067
O: -3.20116 -3.78855 -1.58847
H: 0.99846 -1.75431 -0.02041
H: 5.47581 0.76874 3.36331
H: -4.85831 -0.88193 0.18971
H: 5.77636 2.44953 -6.28701
H: -1.60014 -2.42684 5.97801
H: 2.56591 -2.82750 3.28382
O: 3.76827 -1.15467 0.90219
C: 3.58064 5.49980 0.41661
O: 0.95708 -1.87220 5.89991
C: 4.06900 5.86305 -1.99897
H: 1.01211 -0.15379 7.86631
C: 4.72291 0.74366 4.09962
H: -1.16744 -3.78126 -1.27945
H: -0.32047 1.38179 -1.91837
H: 2.16957 -2.19766 -4.40965
O: -4.03755 -1.00835 -3.00795
C: 0.70527 -7.57587 3.68050
H: -8.09636 3.08640 -3.23535
C: 0.67914 1.15767 -1.66932
C: 1.06315 -0.25540 -1.52205
H: 3.15031 -3.40151 -3.62074
H: -5.00396 -2.80068 -3.31611
C: 0.62480 2.95244 3.95132
C: 2.92240 5.69386 -0.98645
O: -0.12603 -0.05006 4.58307
H: 1.82224 0.23961 1.37990
C: -2.01341 4.03387 -2.86453
O: -4.62711 -1.87789 2.06145
H: 5.54137 -0.69021 -5.53597
H: -0.81080 -1.58652 3.01137
C: 5.08264 0.09582 -4.87622
O: 1.20574 -4.02479 -3.93219
C: 0.13955 3.48164 -6.14874
H: 3.86858 5.57037 -3.10439
H: 3.34158 3.08287 -5.83238
H: 4.57935 -0.26275 4.46018
O: -0.59682 3.82081 -4.92354
C: -3.43395 1.39032 -0.91444
C: -2.13515 5.38607 0.92492
C: -1.68184 -1.41201 6.32624
H: -5.42966 0.01251 1.62660
H: -2.37833 -0.75209 5.81523
O: -4.63858 5.70418 1.66733
H: -2.81783 -1.17437 8.10832
H: 4.83049 1.48963 -0.54386
S: -0.03830 -0.75962 5.82437
H: -7.64746 1.45564 -3.73601
H: -4.26107 -6.43213 0.80293
O: 2.28730 2.46010 0.08108
H: -1.21004 -1.95508 8.38095
H: -0.20076 0.24574 -4.40594
H: -6.36777 -1.21090 1.07820
H: -0.52180 -0.93670 -0.18027
O: 5.31976 -2.46225 0.08357
H: -2.16636 5.68993 2.00330
C: -6.34898 3.69906 1.74056
H: -5.64888 -1.63073 -2.24462
H: -2.01902 1.24118 3.26105
H: -0.95041 0.44231 9.11210
H: 5.45534 4.52147 1.02433
O: -4.29662 2.14123 -1.81058
C: -0.01199 -3.54560 -4.09728
H: 4.02405 6.46956 0.71331
H: 0.03094 3.51514 3.21320
H: 0.88272 4.26130 -6.36200
O: 2.46499 -6.32601 -1.10609
H: 3.66676 2.69192 -4.16145
O: 1.72542 -4.24572 -0.56850
H: -2.01334 2.90039 -2.89597
C: 3.97694 2.50326 -5.24496
H: 2.10355 -0.45017 -1.58973
O: 3.70882 0.78440 -7.11645
S: 0.97614 1.86028 0.01163
H: -0.23667 -7.94845 4.11398
O: -2.17230 -0.12309 -3.68330
H: -1.76013 3.06592 7.13678
O: -3.10323 1.58686 5.34608
H: 0.68579 2.56844 -5.96398
H: -0.96497 -3.31313 3.31788
C: -1.25483 0.31839 -4.71085
O: 0.52259 -6.14006 3.71788
O: -0.88605 -4.47969 -4.40014
C: 0.86427 0.32343 0.90445
C: 5.45448 2.57465 -5.27253
H: -2.09362 -2.72498 -0.21440
C: 0.13258 4.35441 -3.92678
H: -0.59347 -6.87920 -2.95948
C: 2.59964 1.78999 4.12810
C: -3.18908 -0.88034 -4.04117
S: 3.60228 0.85532 -5.66681
H: 1.36698 -2.48320 1.96352
H: -2.46233 4.60134 7.43257
H: 5.89879 1.61031 0.88344
O: 5.65362 -0.27984 0.17044
H: -3.89029 -5.36059 2.24001
O: -5.14396 3.64512 0.94051
H: -1.94413 -2.32808 -1.98744
H: 1.35235 1.62799 -2.33525
H: 0.70389 -0.93657 -2.33339
C: 0.53289 -0.78043 -0.13631
C: -3.27923 -1.58082 2.01786
O: -0.61072 4.42140 -2.82793
H: -1.74019 0.93007 7.59862
H: -2.06496 -3.26216 -5.69676
H: 2.53324 4.75087 -1.26445
H: -1.40208 1.33976 -4.90492
O: -0.25364 -2.37630 -3.96183
H: -5.87408 -1.34512 -4.00557
H: 4.40972 6.90669 -2.02486
O: -3.12758 4.40366 0.67937
H: -1.36911 -0.30987 -5.61394
O: -3.32548 -1.26651 -5.15517
O: -2.98089 3.83763 5.61903
C: 5.13485 1.02190 0.42384
C: -1.11782 0.16502 8.05343
H: 4.39855 -5.47587 -1.01721
H: 4.22396 3.46896 0.22579
H: -0.90124 -2.72503 1.62183
H: -2.36620 -4.91130 -5.67006
C: -1.24549 -2.51114 2.64124
H: -3.54221 3.21638 7.49467
H: 2.18942 6.54140 -1.02007
H: 5.92654 1.62723 -3.43791
C: -5.32255 -0.94473 1.16142
C: -2.04232 -3.12035 -1.20464
H: -7.89433 1.86282 -1.89984
C: -1.73653 -1.21888 7.81615
H: 0.86232 3.57934 4.83105
H: 0.68718 -7.93155 2.61676
H: -2.32352 6.31748 0.33605
C: 0.33097 -6.88033 -2.37457

DFT total energy   -189038.4125 eV
M   1561.628 u
E_HOMO   -10.0 eV
Energy relative to the best compared isomer or geometry (same formula, charge and spin)   0.0 kcal/mol

Record 5
Entry from the Open Molecules 2025 dataset: C28H12Cl5F9KO2P as an isolated structure (ωB97M-V/def2-TZVPD).

Element x y z (Å)
F: -2.77255 0.49976 -6.32621
H: -2.70278 -1.96301 -1.35223
C: -1.85342 -0.01140 -5.49060
H: -2.01942 -2.07245 -3.71549
C: -2.73814 1.23142 -3.51837
Cl: 5.50209 1.16704 1.84478
C: -2.25460 -3.26222 1.87006
C: -5.52526 1.50550 1.67749
H: -3.42167 2.24280 -1.76607
C: -2.32572 -1.12874 -3.28628
C: 4.14518 -0.39668 3.57418
F: -1.56796 -1.25025 -5.90908
F: -9.77139 1.41408 1.96200
C: -4.60150 -3.44197 1.34426
Cl: 5.57162 -0.40963 4.54269
C: 2.99851 -1.08058 3.98429
H: -4.81650 1.66658 2.48076
C: -7.74488 1.70571 0.79796
H: -1.34106 -3.71003 2.23912
H: -2.75293 2.11959 -4.13711
C: 1.85451 -1.07705 3.20624
C: 1.77038 -0.38859 1.96441
C: -3.11410 1.29303 -2.19092
O: 0.71862 -0.38238 1.24455
H: -5.52996 -1.67808 0.58573
F: -2.45253 -6.14524 1.58616
H: -5.50897 -4.02764 1.30523
C: 4.10668 0.30193 2.37336
F: -4.56309 -6.06700 2.06360
H: -8.04928 0.97426 -1.18969
C: -5.10267 0.90206 0.49101
F: -0.73640 0.73116 -5.63996
C: -7.33840 1.11918 -0.38831
C: -6.84081 1.89846 1.83643
Cl: 2.92338 1.19716 0.10585
F: -9.90576 2.01826 -0.11365
C: -3.38746 -5.44473 2.25415
K: -0.16664 0.80190 -0.73470
C: -2.32499 0.01860 -4.06205
H: -5.70857 0.24868 -1.46461
C: -9.17060 2.14155 1.00101
F: -9.24183 3.42759 1.38889
C: 2.95547 0.30320 1.60219
P: -3.35308 0.37520 0.42660
Cl: 3.01888 -1.94086 5.47700
C: -3.44124 -1.35723 0.99836
H: -7.16708 2.36373 2.75721
Cl: 0.43290 -1.90437 3.73256
C: -2.26265 -1.93181 1.47940
C: -6.01826 0.71496 -0.53810
C: -2.71589 -1.06286 -1.95184
C: -3.09932 0.14919 -1.38104
H: -1.34348 -1.35600 1.55303
C: -0.84198 3.47058 0.93397
O: -1.04548 4.21773 1.74521
F: -3.08990 -5.54716 3.56074
C: -4.60605 -2.11715 0.93937
C: -3.42347 -4.01005 1.80226

DFT total energy   -146012.6227 eV
M   798.721 u
E_HOMO   -7.5 eV
Energy relative to the best compared isomer or geometry (same formula, charge and spin)   0.0 kcal/mol

Record 6
Entry from the Open Molecules 2025 dataset: C3H4N2O3 as an isolated structure (ωB97M-V/def2-TZVPD).

Element x y z (Å)
H: 0.63378 -1.47911 0.26300
H: 1.12797 -0.00014 -3.45628
H: -1.24652 0.74203 2.93632
O: -0.18158 -0.45909 1.88085
C: 0.54664 -0.59250 -2.38412
H: 0.49622 1.39103 1.86319
N: -0.03345 0.43902 -1.66833
O: -1.25223 1.06807 0.52052
C: -0.68547 0.91908 1.87970
N: 0.39782 -0.43096 0.56374
O: 0.62197 -1.85231 -2.09044
C: -0.42517 0.25489 -0.30817

DFT total energy   -12292.5460 eV
M   116.076 u
E_HOMO   -10.0 eV
Energy relative to the best compared isomer or geometry (same formula, charge and spin)   148.7 kcal/mol